Arrangement P

A single C4H7NO molecule. Source: OMol25; level of theory: the ωB97M-V functional and the def2-TZVPD basis.

Positions of all 13 atoms, in Å:
O1 0.501 0.900 1.756
N1 0.116 2.239 1.763
C1 -0.587 2.025 0.562
C2 -0.450 -0.724 -0.003
C3 0.669 -1.085 -1.029
C4 -0.248 0.597 0.657
H1 0.690 -0.388 -1.937
H2 1.618 -0.950 -0.532
H3 0.864 2.914 1.750
H4 -0.487 -1.627 0.758
H5 -1.372 -0.474 -0.506
H6 0.748 -2.121 -1.430
H7 -0.749 2.816 -0.103

## Properties
total charge = 0
frontier orbital gap = 8.99 eV

Atomic charges from the Mulliken analysis, expressed in e, are listed below: number 1, O, carries -0.292; number 2, N, carries -0.196; number 3, C, carries -0.539; number 4, C, carries -0.293; number 5, C, carries -1.030; number 6, C, carries 0.411; number 7, H, carries 0.273; number 8, H, carries 0.305; number 9, H, carries 0.257; number 10, H, carries 0.240; number 11, H, carries 0.212; number 12, H, carries 0.321; number 13, H, carries 0.329

***

Arrangement Q

A single C4H7NO molecule. Source: OMol25; level of theory: the ωB97M-V functional and the def2-TZVPD basis.

Positions of all 13 atoms, in Å:
O1 2.233 1.381 -0.556
N1 0.755 -0.178 0.026
C1 -0.518 -0.847 0.079
C2 -1.716 -0.047 0.533
C3 0.165 -0.524 -1.245
C4 1.524 0.771 0.389
H1 1.778 1.110 -1.393
H2 1.625 1.131 1.408
H3 -2.626 -0.564 0.205
H4 -1.700 0.942 0.059
H5 -0.431 -1.839 0.534
H6 0.674 -1.403 -1.662
H7 -1.763 0.068 1.623

## Properties
total charge = 0
frontier orbital gap = 8.46 eV

Atomic charges from the Mulliken analysis, expressed in e, are listed below: number 1, O, carries -0.422; number 2, N, carries -0.001; number 3, C, carries 0.324; number 4, C, carries -1.247; number 5, C, carries -0.903; number 6, C, carries 0.150; number 7, H, carries 0.314; number 8, H, carries 0.343; number 9, H, carries 0.308; number 10, H, carries 0.333; number 11, H, carries 0.293; number 12, H, carries 0.193; number 13, H, carries 0.315

***

Arrangement R

A molecular structure, C4H7NO. Source: OMol25; level of theory: the ωB97M-V functional and the def2-TZVPD basis.

Positions of all 13 atoms, in Å:
O1 -1.332 0.565 0.565
N1 0.427 -1.373 -0.196
C1 -2.189 -0.062 -0.367
C2 2.170 0.634 -0.294
C3 1.127 -0.352 0.020
C4 0.032 -0.578 0.912
H1 -2.630 -0.847 0.156
H2 3.024 0.142 0.024
H3 1.979 1.398 0.535
H4 2.050 1.063 -1.239
H5 -0.188 -1.034 1.831
H6 -1.741 -0.442 -1.293
H7 -2.731 0.887 -0.655

## Properties
total charge = 0
frontier orbital gap = 10.13 eV

Atomic charges from the Mulliken analysis, expressed in e, are listed below: number 1, O, carries -0.489; number 2, N, carries -0.550; number 3, C, carries -0.607; number 4, C, carries -0.948; number 5, C, carries 0.542; number 6, C, carries -0.080; number 7, H, carries 0.270; number 8, H, carries 0.339; number 9, H, carries 0.267; number 10, H, carries 0.331; number 11, H, carries 0.433; number 12, H, carries 0.275; number 13, H, carries 0.217

***

Arrangement S

A single C4H7NO molecule. Source: OMol25; level of theory: the ωB97M-V functional and the def2-TZVPD basis.

Positions of all 13 atoms, in Å:
O1 -1.138 -0.675 1.580
N1 0.403 -0.761 -1.300
C1 -0.763 0.261 0.604
C2 -0.814 -0.205 -0.846
C3 0.684 0.605 -0.978
C4 0.734 0.645 0.499
H1 -1.402 1.139 0.759
H2 -0.501 -1.401 1.522
H3 1.220 1.245 -1.688
H4 0.963 -1.368 -0.485
H5 -1.753 -0.534 -1.342
H6 1.304 -0.509 0.647
H7 1.063 1.558 1.029

## Properties
total charge = 0
frontier orbital gap = 10.39 eV

Atomic charges from the Mulliken analysis, expressed in e, are listed below: number 1, O, carries -0.528; number 2, N, carries -0.406; number 3, C, carries -0.156; number 4, C, carries -0.319; number 5, C, carries -0.214; number 6, C, carries -0.455; number 7, H, carries 0.408; number 8, H, carries 0.358; number 9, H, carries 0.381; number 10, H, carries 0.232; number 11, H, carries 0.363; number 12, H, carries 0.020; number 13, H, carries 0.318

***

Energies, relative to the best one, in kJ/mol: arrangement P 61.4; arrangement Q 0.0; arrangement R 68.6; arrangement S 17.4.

***

Arrangement P

2 unconnected molecules or ions with the total composition C4H7NO. Source: OMol25; level of theory: the ωB97M-V functional and the def2-TZVPD basis.

Positions of all 13 atoms, in Å:
O1 -1.843 3.217 2.931
N1 -0.439 0.393 -1.254
C1 0.000 0.000 0.000
C2 0.403 1.139 0.702
C3 -0.205 1.751 -1.360
C4 0.361 2.165 -0.214
H1 -0.500 2.325 -2.238
H2 0.786 1.177 1.721
H3 -1.809 4.068 3.422
H4 0.737 3.159 0.027
H5 -2.755 2.880 3.081
H6 0.339 -0.979 0.338
H7 -0.693 -0.222 -2.031

## Properties
total charge = 0
frontier orbital gap = 8.90 eV

Atomic charges from the Mulliken analysis, expressed in e, are listed below: number 1, O, carries -0.629; number 2, N, carries -0.041; number 3, C, carries -0.455; number 4, C, carries -0.308; number 5, C, carries -0.516; number 6, C, carries -0.284; number 7, H, carries 0.353; number 8, H, carries 0.365; number 9, H, carries 0.318; number 10, H, carries 0.342; number 11, H, carries 0.314; number 12, H, carries 0.317; number 13, H, carries 0.225

***

Arrangement Q

A single C4H7NO molecule. Source: OMol25; level of theory: the ωB97M-V functional and the def2-TZVPD basis.

Positions of all 13 atoms, in Å:
O1 0.267 2.482 -0.534
N1 0.213 -0.197 -0.331
C1 -0.343 1.989 0.415
C2 0.254 -0.264 1.150
C3 -0.167 -1.406 -1.070
C4 -0.750 0.609 0.513
H1 -0.624 2.609 1.291
H2 1.181 0.087 1.612
H3 -1.121 -1.758 -0.674
H4 0.850 0.454 -0.810
H5 -0.070 -1.236 1.523
H6 0.586 -2.196 -0.953
H7 -0.275 -1.174 -2.131

## Properties
total charge = 0
frontier orbital gap = 8.90 eV

Atomic charges from the Mulliken analysis, expressed in e, are listed below: number 1, O, carries -0.591; number 2, N, carries -0.059; number 3, C, carries 0.187; number 4, C, carries -0.354; number 5, C, carries -0.929; number 6, C, carries -0.433; number 7, H, carries 0.341; number 8, H, carries 0.231; number 9, H, carries 0.349; number 10, H, carries 0.349; number 11, H, carries 0.242; number 12, H, carries 0.321; number 13, H, carries 0.346

***

Arrangement R

A single C4H7NO molecule. Source: OMol25; level of theory: the ωB97M-V functional and the def2-TZVPD basis.

Positions of all 13 atoms, in Å:
O1 -1.811 -0.313 -0.014
N1 0.187 -2.079 0.247
C1 0.490 -0.712 0.659
C2 -0.238 1.387 -0.424
C3 0.105 2.567 -0.835
C4 -0.544 0.204 0.031
H1 0.387 -0.665 1.749
H2 0.432 2.746 -1.849
H3 -1.720 -1.254 0.206
H4 0.389 -2.199 -0.741
H5 0.075 3.431 -0.187
H6 0.749 -2.745 0.764
H7 1.499 -0.366 0.395

## Properties
total charge = 0
frontier orbital gap = 9.39 eV

Atomic charges from the Mulliken analysis, expressed in e, are listed below: number 1, O, carries -0.519; number 2, N, carries -0.637; number 3, C, carries -0.323; number 4, C, carries 0.212; number 5, C, carries -0.826; number 6, C, carries 0.230; number 7, H, carries 0.266; number 8, H, carries 0.239; number 9, H, carries 0.405; number 10, H, carries 0.189; number 11, H, carries 0.240; number 12, H, carries 0.220; number 13, H, carries 0.303

***

Arrangement S

A single C4H7NO molecule. Source: OMol25; level of theory: the ωB97M-V functional and the def2-TZVPD basis.

Positions of all 13 atoms, in Å:
O1 -0.713 1.766 -0.544
N1 -1.286 -0.137 1.804
C1 -0.177 -0.441 1.671
C2 1.090 -0.708 1.034
C3 -0.733 0.403 -0.884
C4 0.567 -0.349 -0.575
H1 -1.609 2.076 -0.360
H2 -0.516 0.231 -1.973
H3 1.414 -1.757 1.214
H4 1.893 -0.071 1.462
H5 0.428 -1.321 -1.067
H6 -1.694 -0.078 -0.636
H7 1.349 0.251 -1.053

## Properties
total charge = 0
frontier orbital gap = 11.06 eV

Atomic charges from the Mulliken analysis, expressed in e, are listed below: number 1, O, carries -0.521; number 2, N, carries -0.532; number 3, C, carries 0.426; number 4, C, carries -0.472; number 5, C, carries -0.517; number 6, C, carries -0.669; number 7, H, carries 0.341; number 8, H, carries 0.251; number 9, H, carries 0.279; number 10, H, carries 0.264; number 11, H, carries 0.337; number 12, H, carries 0.477; number 13, H, carries 0.335

***

Energies, relative to the best one, in kJ/mol: arrangement P 0.0; arrangement Q 225.6; arrangement R 102.9; arrangement S 88.3.

***

Arrangement P

A single C4H7NO molecule. Source: OMol25; level of theory: the ωB97M-V functional and the def2-TZVPD basis.

Positions of all 13 atoms, in Å:
O1 0.525 1.010 -0.432
N1 2.439 -0.040 0.273
C1 -1.510 -0.150 -1.108
C2 0.345 -1.155 0.728
C3 1.179 -0.030 0.176
C4 -0.889 0.966 -0.408
H1 -1.251 1.234 0.598
H2 -0.325 -1.555 -0.047
H3 2.827 0.807 -0.147
H4 -0.263 -0.823 1.577
H5 -2.568 -0.150 -0.774
H6 1.013 -1.951 1.054
H7 -1.246 1.776 -1.083

## Properties
total charge = 0
frontier orbital gap = 8.84 eV

Atomic charges from the Mulliken analysis, expressed in e, are listed below: number 1, O, carries -0.387; number 2, N, carries -0.675; number 3, C, carries -0.400; number 4, C, carries -1.043; number 5, C, carries 0.691; number 6, C, carries -0.345; number 7, H, carries 0.368; number 8, H, carries 0.363; number 9, H, carries 0.275; number 10, H, carries 0.329; number 11, H, carries 0.205; number 12, H, carries 0.291; number 13, H, carries 0.327

***

Arrangement Q

2 unconnected molecules or ions with the total composition C4H7NO. Source: OMol25; level of theory: the ωB97M-V functional and the def2-TZVPD basis.

Positions of all 13 atoms, in Å:
O1 -0.573 2.105 0.483
N1 -1.786 -0.088 -0.711
C1 -0.107 1.090 0.111
C2 -2.031 -1.129 -0.030
C3 0.807 0.162 -0.134
C4 2.210 0.333 0.386
H1 -1.470 -1.418 0.869
H2 0.606 -0.576 -0.889
H3 -2.536 0.151 -1.366
H4 2.614 -0.614 0.760
H5 -2.873 -1.755 -0.272
H6 2.878 0.681 -0.410
H7 2.260 1.059 1.201

## Properties
total charge = 0
frontier orbital gap = 8.84 eV

Atomic charges from the Mulliken analysis, expressed in e, are listed below: number 1, O, carries -0.481; number 2, N, carries -0.400; number 3, C, carries 0.623; number 4, C, carries -0.270; number 5, C, carries -0.384; number 6, C, carries -1.092; number 7, H, carries 0.259; number 8, H, carries 0.397; number 9, H, carries 0.209; number 10, H, carries 0.300; number 11, H, carries 0.266; number 12, H, carries 0.261; number 13, H, carries 0.312

***

Energies, relative to the best one, in kJ/mol: arrangement P 208.6; arrangement Q 0.0.